# 1
Formula: C7H8BiCl2CrO4
Source: the OMol25 dataset
Level of theory: ωB97M-V/def2-TZVPD

Atoms and positions in Å:
Cr 2.41417 -2.96258 -1.99114
Bi -1.15894 -1.43642 -0.60162
Cl 4.27279 -1.46160 -1.32243
Cl 0.79548 -2.06825 1.19791
C -1.87447 -2.18615 1.25610
C 1.67417 -1.89922 -3.66226
C 0.43799 -4.01767 -1.55328
O -1.72799 -2.81967 2.23772
O 1.45491 -1.38152 -4.68543
O -0.06698 -5.04802 -1.32426
C -0.39394 2.33964 1.82096
C -0.62857 2.97375 0.41689
C -0.61756 1.82334 -0.56604
O -0.70306 0.59704 0.23128
C -0.31582 0.84014 1.62203
H 0.53099 2.69908 2.29004
H -1.21616 2.55790 2.49731
H 0.15542 3.69503 0.18178
H -1.58734 3.48744 0.37831
H -1.45530 1.82065 -1.26500
H 0.32175 1.77036 -1.14428
H 0.68021 0.41922 1.73452
H -0.99176 0.25754 2.25088

As for the charge: +4. Its LUMO energy (alpha / beta) is -18.540 / -19.081 eV. The gap between HOMO and LUMO (alpha / beta) is 5.0 / 4.4 eV. For the energy above the lowest of the compared OMol25 structures with the same formula, charge and spin, the calculation gives 228.2 kJ/mol. The calculated total energy is -74827.9777 eV. The expectation value of S² is 3.897. The spin multiplicity is 4. For the largest force on an atom, the calculation gives 11.0 eV/A. The molecular weight is 488.0 g/mol.

---

# 2
Formula: C2H3N3O2
Source: the OMol25 dataset
Level of theory: ωB97M-V/def2-TZVPD

Atoms and positions in Å:
O -1.45724 -1.19481 -0.01104
C -0.21744 -0.67842 0.00775
N 0.96728 -1.22064 0.05508
N 1.86008 -0.12023 -0.02739
C 1.09597 0.98596 -0.01014
N -0.19393 0.67133 0.05649
O -1.26499 1.46677 -0.05788
H -1.38783 -2.17952 -0.33085
H 1.49483 1.99802 -0.11655
H -2.03448 0.84734 0.42384

Its LUMO energy is 0.157 eV. The gap between HOMO and LUMO is 9.5 eV. For the energy above the lowest of the compared OMol25 structures with the same formula, charge and spin, the calculation gives 361.8 kJ/mol. The calculated total energy is -10684.7067 eV. For the largest force on an atom, the calculation gives 4.6 eV/A. The molecular weight is 101.1 g/mol.

---

# 3
Formula: C4H11N3O2
Source: the OMol25 dataset
Level of theory: ωB97M-V/def2-TZVPD

Atoms and positions in Å:
N -1.88937 0.32205 -0.83644
C -1.19872 -0.11383 0.34766
N -1.40160 0.55603 1.58181
C -0.61206 -1.33147 0.28079
O -0.65311 -2.08806 -0.86716
O -0.26265 -2.04155 1.39943
H -2.86369 0.51810 -0.62952
H -1.47686 1.18187 -1.18551
H -1.18448 -0.03063 2.37687
H -2.31311 0.98023 1.69368
H -1.10739 -1.53980 -1.52703
H 0.14770 -2.86058 1.09638
H 2.34453 2.41920 -1.56937
N 1.52622 2.37985 -0.96080
C 1.41779 1.32139 -0.29351
C 2.17201 0.05308 -0.30737
H 0.41095 1.16969 0.25363
H 1.39315 -0.76963 -0.40130
H 2.90399 0.00296 -1.10778
H 2.64669 -0.12889 0.65554

Its LUMO energy is 0.707 eV. The gap between HOMO and LUMO is 8.2 eV. For the energy above the lowest of the compared OMol25 structures with the same formula, charge and spin, the calculation gives 267.5 kJ/mol. The calculated total energy is -12890.0578 eV. For the largest force on an atom, the calculation gives 2.8 eV/A. The molecular weight is 133.2 g/mol.

---

# 4
Formula: C4H12NOS2
Source: the OMol25 dataset
Level of theory: ωB97M-V/def2-TZVPD

Atoms and positions in Å:
C 0.96199 -0.28873 3.72051
S -0.28823 0.62432 2.77356
S -1.04552 -0.77664 1.48475
C 0.04531 -0.62721 0.01902
C -0.75838 -0.32945 -1.22412
N -1.25749 1.07747 -1.04104
C 0.06663 -0.27404 -2.51980
O 1.06542 0.70434 -2.36073
H 1.08366 -1.24836 3.20991
H 0.64227 -0.49710 4.74535
H 1.89802 0.24562 3.71328
H 0.75315 0.17911 0.23027
H 0.66831 -1.52465 -0.06868
H -1.62297 -0.97855 -1.35348
H -0.43219 1.68153 -1.14318
H -1.59391 1.30786 -0.09843
H -1.91997 1.44639 -1.72244
H 0.39707 -1.25676 -2.81558
H -0.62635 0.16898 -3.25649
H 1.96315 0.36588 -2.29268

As for the charge: +1. Its LUMO energy is -3.204 eV. The gap between HOMO and LUMO is 9.4 eV. For the energy above the lowest of the compared OMol25 structures with the same formula, charge and spin, the calculation gives 22.5 kJ/mol. The calculated total energy is -29544.2371 eV. For the largest force on an atom, the calculation gives 1.4 eV/A. The molecular weight is 154.3 g/mol.